Molecular formula: C6H15N2
Method: DFT, wB97M-V/def2-TZVPD

Results
energy relative to the best compared isomer or geometry (same formula, charge and spin): 97.5 kcal per mole
highest occupied orbital energy: -12.79 eV
LUMO: -2.887 eV
calculated total energy: -9435.74253 eV
HOMO-LUMO gap: 9.905 eV
charge: +1

Each line ends with the Mulliken charge.
Positions of all 23 atoms, in Å:
C 0.10 -1.64 -0.83  0.245
C -1.99 0.01 1.78  -0.224
C -0.50 -2.95 -0.69  -1.052
C -1.11 1.21 3.90  -0.990
C 2.16 1.86 -1.36  -0.843
C -1.78 0.70 2.72  -0.209
N -0.32 -0.69 -1.62  -0.514
N 0.72 1.69 -1.75  -0.305
H 0.95 -1.28 -0.11  0.266
H -2.38 -0.60 1.08  0.575
H -1.41 -3.22 -1.39  0.304
H -0.92 -3.07 0.28  0.289
H 0.23 -3.79 -0.69  0.319
H -1.85 1.27 4.78  0.276
H -0.89 2.14 3.59  0.297
H -0.26 0.61 4.38  0.278
H 2.58 2.86 -1.56  0.358
H 2.19 1.74 -0.25  0.326
H 2.75 1.20 -2.10  0.320
H 0.62 2.04 -2.65  0.359
H -1.06 -1.10 -2.26  0.174
H 0.30 0.63 -1.68  0.386
H 0.27 2.38 -1.10  0.365